[1]
Computed, not measured: a molecular structure, C26H24F6Ge2N2O8Re, with the ωB97M-V functional and the def2-TZVPD basis.

Structure (XYZ):
```
69
Properties=species:S:1:pos:R:3:forces:R:3:mulliken_charge:R:1
Re 0.203324 -0.229938 1.511793 -0.0104 0.0028 -0.0258 1.087
O -3.606481 -1.488281 1.619804 0.0187 0.0222 -0.1493 -0.556
C -2.457835 -1.537356 1.318472 0.1211 -0.0610 0.2800 0.266
O -1.643643 -0.463694 1.609676 -0.0942 -0.0384 -0.1082 -0.445
C -1.815767 -2.712445 0.653275 -0.0299 0.0482 -0.0697 0.521
C -2.683226 -3.717522 0.235730 -0.0164 -0.0115 -0.0217 -0.931
C -2.193629 -4.801951 -0.454475 0.0348 0.0051 0.0689 -0.478
C -0.850636 -4.941915 -0.751447 -0.0251 -0.0204 0.0128 -0.438
C 0.004683 -3.961067 -0.309355 0.0105 0.0271 0.0563 -0.022
C -0.451373 -2.836507 0.381503 -0.0267 -0.0781 -0.0423 0.786
O 0.451699 -1.869182 0.660963 -0.0449 -0.0230 -0.0356 -0.345
N 1.434360 -4.085529 -0.637255 0.0107 -0.0234 -0.0374 1.152
O 1.697265 -4.453037 -1.761584 -0.0156 0.0190 0.0191 -0.587
O 2.235013 -3.822656 0.233821 -0.0207 0.0230 0.0069 -0.592
N -3.137303 -5.835219 -0.929925 -0.0311 0.0866 -0.1725 1.045
O -2.661987 -6.778066 -1.522175 0.0023 -0.0273 0.0645 -0.606
O -4.314003 -5.641493 -0.721742 0.0291 -0.0372 0.0589 -0.591
H -3.741483 -3.628060 0.437243 0.0008 0.0057 0.0016 0.627
H -0.488828 -5.788192 -1.318341 0.0062 0.0057 0.0020 0.657
C -2.451410 3.499872 -1.741491 0.0133 -0.0342 -0.0173 -1.112
Ge -1.255400 3.262038 -0.217730 -0.0511 0.0024 0.0220 0.835
C -2.206717 2.917675 1.453531 0.0219 0.0030 -0.0052 -0.921
C -0.090012 4.812843 -0.038092 0.0771 -0.0343 0.0054 -1.063
Ge -0.027412 1.176145 -0.730589 -0.0111 0.0003 -0.0498 -0.492
C 1.805404 1.141345 -1.362504 0.0297 0.0242 0.0755 0.889
C 2.571594 -0.027141 -1.374166 0.0141 0.0246 -0.0497 -0.192
C 3.876903 -0.007516 -1.840784 -0.0065 -0.0083 0.0038 -0.880
C 4.430960 1.179320 -2.301771 0.0053 0.0001 0.0015 -0.630
C 3.684342 2.348159 -2.285320 -0.0031 0.0093 0.0029 -0.669
C 2.381591 2.331505 -1.808497 -0.0078 -0.0133 -0.0021 -0.492
C -1.142947 -0.155855 -1.629751 -0.0370 0.0313 0.0336 0.779
C -0.598909 -1.141436 -2.454381 -0.0410 0.0005 0.0144 -0.046
C -1.422265 -2.076432 -3.068267 0.0160 0.0159 -0.0055 -0.794
C -2.796790 -2.029609 -2.876364 -0.0082 0.0120 -0.0084 -0.588
C -3.352001 -1.044144 -2.070867 0.0009 -0.0075 0.0125 -0.972
C -2.528051 -0.117650 -1.449075 0.0123 -0.0389 0.0481 -0.909
H -3.077025 4.376474 -1.570855 0.0088 0.0122 0.0234 0.454
H -3.097110 2.636850 -1.889675 -0.0115 0.0258 -0.0211 0.368
H -1.875762 3.662267 -2.652694 -0.0096 -0.0003 -0.0015 0.382
H -2.841470 3.773088 1.686922 -0.0047 0.0051 -0.0114 0.508
H -1.501701 2.789015 2.276332 -0.0066 -0.0003 -0.0002 0.205
H -2.832766 2.028596 1.392809 -0.0194 -0.0048 -0.0055 0.305
H -0.726875 5.687549 0.101646 -0.0158 -0.0054 0.0128 0.423
H 0.516732 4.980063 -0.926395 -0.0184 -0.0075 -0.0114 0.413
H 0.565194 4.724347 0.825114 0.0194 0.0107 0.0077 0.189
H 2.165958 -0.961033 -1.002179 -0.0216 -0.0247 -0.0493 0.434
H 4.460486 -0.918604 -1.842710 0.0031 -0.0087 -0.0077 0.491
H 5.448082 1.193204 -2.669806 0.0045 -0.0016 -0.0016 0.413
H 4.116768 3.274407 -2.639452 0.0027 0.0016 -0.0014 0.439
H 1.815518 3.255391 -1.787579 -0.0070 -0.0072 -0.0123 0.326
H 0.467623 -1.181998 -2.632621 0.0597 0.0019 -0.0053 0.508
H -0.987621 -2.835762 -3.705325 0.0080 -0.0103 -0.0128 0.476
H -3.437536 -2.753380 -3.363493 -0.0002 -0.0076 -0.0032 0.484
H -4.423104 -1.000886 -1.920801 0.0037 0.0009 -0.0015 0.473
H -2.976592 0.630638 -0.804838 -0.0002 0.0023 0.0177 0.477
C 2.012211 1.277097 4.951289 -0.0193 0.0112 0.0042 -1.760
C 1.886961 1.235217 3.441309 -0.0110 -0.0218 0.0223 1.087
O 0.610848 0.741360 3.062520 0.1056 0.1191 0.0012 -0.612
C 2.929698 0.282772 2.824275 0.0081 0.0615 0.0075 0.401
F 3.037242 -0.846697 3.488396 -0.0046 -0.0294 0.0187 -0.266
F 2.430268 -0.094186 1.541002 0.0157 -0.0045 0.0240 -0.137
F 4.108570 0.803948 2.614469 0.0041 -0.0316 -0.0063 -0.217
C 2.036474 2.651672 2.841164 -0.0458 0.0168 -0.0363 0.748
F 1.000032 3.404163 3.209209 -0.0005 -0.0152 -0.0078 -0.265
F 2.049796 2.600374 1.495609 -0.0234 0.0027 0.0339 -0.083
F 3.154690 3.238492 3.246418 0.0197 0.0069 0.0230 -0.258
H 1.795488 0.293774 5.360741 0.0024 0.0011 0.0009 0.434
H 1.293931 1.993607 5.344600 0.0037 -0.0092 0.0028 0.450
H 3.015963 1.581173 5.244735 0.0061 -0.0020 0.0064 0.414
```
Positions in Å, forces in eV/Å.

Its expectation value of S² is 2.02. The multiplicity is 3. As for the frontier orbital gap (alpha / beta): 7.1 / 7.0 eV. As for the LUMO energy (alpha / beta): -5.227 / -5.124 eV. Its total charge is +1.



[2]
Computed, not measured: a single CH5NO2S molecule in a non-equilibrium geometry, with the ωB97M-V functional and the def2-TZVPD basis.

Structure (XYZ):
```
10
Properties=species:S:1:pos:R:3:forces:R:3:mulliken_charge:R:1
C 0.640030 -0.123254 -0.612663 1.4647 -2.2466 1.9617 -0.858
S -0.310998 0.297745 0.902717 1.5423 6.2019 1.7100 0.663
O 0.112072 1.879804 1.437605 -1.1676 -6.5542 -2.6236 -0.596
N -1.779547 -0.161250 0.852280 -0.7166 -0.2278 0.7657 -0.334
O -2.469124 0.329879 -0.241502 0.0735 -0.6456 -2.1991 -0.415
H 0.452580 -1.090896 -1.095174 -0.4817 -0.3124 1.1352 0.368
H 0.340086 0.481648 -1.359706 -0.8813 2.9115 -2.0910 0.325
H 1.724813 -0.080925 -0.443526 -0.4540 0.4589 0.1983 0.328
H -0.044992 -0.593446 1.854357 0.7299 -0.1660 0.0877 0.192
H -2.995645 1.105925 -0.080195 -0.1092 0.5802 1.0552 0.328
```
Positions in Å, forces in eV/Å.

Its structure (SMILES) is C[S@@H](=O)=NO. As for the frontier orbital gap: 9.8 eV. As for the LUMO energy: 0.384 eV.



Number 1: electronic energy -6547.526311 hartree. Number 2: electronic energy -644.301925 hartree.